DFT (ωB97M-V/def2-TZVPD) results for 5 unconnected molecules or ions with the total composition C21H40F4O17S.

Last column: Löwdin charge in e.
CARTESIAN COORDINATES (ANGSTROEM)
1 C -3.630 -1.772 14.985  -0.04
2 C -3.311 -1.328 13.559  -0.40
3 O -3.978 -0.108 13.220  -0.03
4 C -1.811 -1.142 13.303  -0.14
5 O -1.181 -2.350 12.860  -0.13
6 O -1.563 -2.598 11.503  -0.31
7 S -0.272 -2.168 10.519  1.05
8 O 0.308 -0.973 11.074  -0.36
9 O -1.208 -1.760 9.188  -0.21
10 C -1.979 -0.621 9.076  -0.58
11 F -1.192 0.475 9.007  0.13
12 F -2.795 -0.453 10.122  0.16
13 C -2.779 -0.691 7.754  -0.27
14 F -3.062 -1.977 7.441  0.09
15 F -3.953 -0.036 7.927  0.10
16 H -3.422 -2.840 15.111  0.09
17 H -3.021 -1.219 15.714  0.08
18 H -4.686 -1.603 15.215  0.08
19 H -3.665 -2.090 12.855  0.14
20 H -4.247 0.339 14.030  0.09
21 H -1.662 -0.340 12.576  0.12
22 H -1.256 -0.894 14.219  0.14
23 H -2.208 -0.224 6.944  0.17
24 C 1.376 -1.105 6.813  -0.05
25 C 0.608 -2.111 5.985  -0.20
26 O 0.598 -1.758 4.591  0.04
27 C 1.712 -2.054 3.921  -0.61
28 O 2.688 -2.596 4.372  0.12
29 O 1.578 -1.603 2.675  0.01
30 C 2.723 -1.814 1.841  -0.03
31 H 0.986 -0.098 6.657  0.09
32 H 1.283 -1.348 7.871  0.06
33 H 2.434 -1.106 6.553  0.08
34 H -0.444 -2.131 6.265  0.11
35 H 1.013 -3.116 6.099  0.13
36 H 3.006 -2.864 1.833  0.10
37 H 3.561 -1.212 2.186  0.10
38 H 2.430 -1.496 0.846  0.09
39 C 5.853 -1.177 -3.591  -0.06
40 C 6.263 0.143 -2.977  -0.21
41 O 5.239 1.143 -3.132  0.03
42 C 4.227 1.061 -2.272  -0.61
43 O 4.120 0.273 -1.368  0.12
44 O 3.345 2.013 -2.579  -0.02
45 C 2.165 2.020 -1.767  -0.03
46 H 5.586 -1.042 -4.640  0.08
47 H 6.683 -1.882 -3.535  0.08
48 H 5.001 -1.606 -3.066  0.08
49 H 7.125 0.562 -3.491  0.12
50 H 6.503 0.039 -1.920  0.12
51 H 2.424 2.075 -0.712  0.10
52 H 1.572 1.125 -1.953  0.10
53 H 1.608 2.904 -2.065  0.10
54 C 2.671 1.176 -6.283  -0.05
55 C 1.721 1.972 -5.415  -0.21
56 O 0.834 2.791 -6.196  0.04
57 C -0.194 2.150 -6.749  -0.61
58 O -0.449 0.979 -6.629  0.12
59 O -0.869 3.017 -7.502  0.00
60 C -1.986 2.456 -8.200  -0.03
61 H 3.227 1.842 -6.944  0.09
62 H 3.383 0.644 -5.651  0.07
63 H 2.133 0.449 -6.890  0.08
64 H 2.271 2.674 -4.794  0.11
65 H 1.132 1.322 -4.767  0.12
66 H -2.661 1.955 -7.510  0.10
67 H -1.649 1.749 -8.957  0.10
68 H -2.488 3.292 -8.677  0.09
69 C -1.757 3.126 -13.579  -0.06
70 C -3.198 2.748 -13.842  -0.21
71 O -3.347 1.338 -14.081  0.04
72 C -3.345 0.573 -12.992  -0.62
73 O -3.274 0.957 -11.852  0.11
74 O -3.447 -0.699 -13.375  0.01
75 C -3.449 -1.644 -12.299  -0.04
76 H -1.121 2.792 -14.400  0.08
77 H -1.670 4.209 -13.492  0.08
78 H -1.398 2.676 -12.655  0.07
79 H -3.562 3.214 -14.756  0.12
80 H -3.847 3.042 -13.018  0.12
81 H -4.230 -1.407 -11.580  0.10
82 H -2.482 -1.650 -11.799  0.10
83 H -3.639 -2.609 -12.758  0.09

Cartesian forces, eV/Å:
0.16 -0.01 -0.02
-0.11 0.05 0.02
0.07 -0.08 0.21
-0.12 0.16 -0.09
0.18 -0.09 0.08
-0.15 0.25 -0.21
0.18 0.66 0.09
-0.17 -0.43 -0.18
-0.08 -0.25 0.36
0.15 0.07 0.14
0.03 0.05 0.01
0.03 -0.14 0.05
-0.35 -0.15 -0.09
0.04 0.23 0.03
0.34 -0.04 -0.13
0.03 0.18 0.02
-0.15 -0.07 -0.12
0.09 -0.10 -0.09
-0.01 0.17 0.03
0.06 -0.05 -0.09
0.00 -0.17 0.08
-0.09 -0.11 -0.18
-0.11 -0.10 0.07
0.05 0.10 -0.10
-0.06 -0.08 0.17
-0.05 -0.04 -0.05
0.14 0.35 0.06
-0.04 -0.13 -0.03
-0.07 -0.10 -0.01
0.05 0.02 -0.14
-0.04 -0.01 0.04
0.00 0.00 0.03
-0.01 -0.06 0.00
0.00 -0.01 -0.03
0.04 0.02 -0.03
0.01 0.00 0.04
0.01 -0.03 0.04
-0.02 0.02 0.02
-0.10 0.03 -0.03
0.18 -0.07 0.02
-0.07 0.01 -0.03
0.01 0.05 -0.03
-0.03 -0.06 0.04
0.00 -0.01 0.00
-0.04 0.05 0.02
0.04 -0.01 -0.01
0.01 0.00 0.00
0.01 0.01 0.03
-0.02 0.03 -0.01
-0.05 -0.01 0.01
0.01 -0.02 0.01
0.02 -0.02 0.03
0.01 0.00 -0.02
-0.06 0.01 -0.11
0.15 -0.04 0.18
-0.09 0.03 0.03
0.24 -0.05 -0.33
-0.10 0.01 0.12
-0.06 0.04 0.11
-0.08 0.00 -0.09
0.03 0.00 0.03
0.01 0.02 0.02
-0.01 -0.01 0.03
-0.04 0.05 -0.04
-0.03 -0.02 -0.05
0.02 -0.02 0.01
0.00 -0.03 0.03
0.03 0.02 0.01
0.04 -0.10 0.00
-0.04 0.18 -0.01
0.04 -0.06 0.00
-0.03 -0.01 -0.04
0.03 0.02 0.06
-0.01 0.01 -0.01
0.00 -0.07 0.01
-0.01 0.03 -0.01
-0.01 0.01 0.00
-0.03 0.01 0.01
-0.01 -0.04 -0.01
0.03 -0.04 0.03
0.01 0.02 0.01
-0.01 0.03 0.03
0.01 0.01 -0.02

Computed properties:
- Energy: -78935.6663 eV
- LUMO level: 0.58 eV

DFT (ωB97M-V/def2-TZVPD) results for a molecular structure, C2H4BaF3NO4S at a distorted geometry.

Last column: Löwdin charge in e.
CARTESIAN COORDINATES (ANGSTROEM)
1 O -0.746 -1.160 1.994  -0.43
2 C -0.157 -2.278 2.673  -0.12
3 Ba 0.197 0.035 -0.029  1.97
4 H 0.675 -1.895 3.274  0.09
5 H -0.900 -2.749 3.327  0.10
6 H 0.224 -2.995 1.937  0.09
7 O -0.329 2.030 -1.144  -0.73
8 H -1.458 -0.714 2.516  0.12
9 N 1.122 2.148 -1.080  -0.59
10 S 1.532 3.552 -0.456  0.59
11 O 2.963 3.553 -0.126  -0.35
12 O 0.997 4.729 -1.153  -0.32
13 C 0.658 3.657 1.223  -0.68
14 F -0.530 4.221 1.142  0.14
15 F 1.389 4.309 2.108  0.14
16 F 0.481 2.392 1.696  -0.02

Cartesian forces, eV/Å:
-1.42 0.31 0.80
-0.01 0.27 0.75
0.70 2.02 -1.77
-0.11 -0.32 0.01
0.30 -0.08 -0.24
-0.25 0.21 0.09
0.25 -0.67 0.41
0.97 -0.85 -0.31
-0.07 -0.14 0.64
0.70 1.40 -1.19
-1.65 -0.28 -0.22
0.60 -1.57 1.14
0.43 0.25 -1.33
-0.35 0.06 0.20
0.10 0.12 0.40
-0.17 -0.73 0.62

Computed properties:
- Energy: -31497.5109 eV
- LUMO level: -1.26 eV

DFT (ωB97M-V/def2-TZVPD) results for 2 unconnected molecules or ions with the total composition C3H10N2O2 at a distorted geometry.

Last column: Löwdin charge in e.
CARTESIAN COORDINATES (ANGSTROEM)
1 N 0.254 0.223 2.273  -0.01
2 C 0.452 1.357 1.395  -0.18
3 C 0.008 1.047 -0.075  -0.51
4 N -1.130 0.342 -0.171  0.01
5 C -1.471 -0.260 -1.455  -0.06
6 O 0.785 1.277 -0.979  0.05
7 H -0.178 0.409 3.156  0.06
8 H 0.945 -0.513 2.341  0.07
9 H 1.492 1.682 1.324  0.11
10 H -0.137 2.155 1.854  0.11
11 H -1.842 0.421 0.538  0.13
12 H -1.528 0.479 -2.251  0.09
13 H -2.396 -0.832 -1.398  0.08
14 H -0.734 -1.024 -1.700  0.07
15 H 2.368 -2.885 -1.559  0.02
16 H 1.500 -1.500 -1.470  0.01
17 O 1.614 -2.379 -1.824  -0.05

Cartesian forces, eV/Å:
-0.26 -0.56 0.01
-0.26 -0.22 0.06
0.91 -0.07 1.97
-0.70 -0.02 -1.07
-0.09 -0.38 0.12
-0.17 -0.15 -0.64
0.12 0.14 0.16
-0.02 0.44 -0.23
-0.08 0.09 -0.06
0.05 0.25 -0.42
0.40 -0.21 0.10
0.02 -0.04 -0.06
-0.20 0.38 0.23
0.25 0.23 -0.18
0.69 0.42 0.66
0.82 0.13 0.45
-1.50 -0.43 -1.11

Computed properties:
- Relative energy (zero: lowest compared OMol25 entry of this formula, charge and spin): 28.1 kcal/mol
- SMILES string: CNC(=O)CN.O
- Energy: -10348.2683 eV
- LUMO level: 0.77 eV

DFT (ωB97M-V/def2-TZVPD) results for a molecular structure, C2H5F2N at a distorted geometry.

Last column: Löwdin charge in e.
CARTESIAN COORDINATES (ANGSTROEM)
1 C 0.073 1.025 0.232  -0.27
2 C -0.350 -0.406 0.476  -0.47
3 H 2.241 1.931 0.493  0.22
4 H 1.381 0.835 -1.721  0.20
5 H -0.915 1.493 -0.354  0.16
6 H 0.176 1.434 1.366  0.12
7 H -0.241 -0.765 1.544  0.16
8 N 1.565 0.903 -0.379  -0.14
9 F -1.627 -0.437 0.117  0.03
10 F 0.301 -1.226 -0.442  -0.01

Cartesian forces, eV/Å:
0.99 0.88 1.20
1.13 -0.20 -0.54
-2.12 -2.83 -4.23
1.18 1.40 5.29
3.24 -0.60 1.31
-0.31 -0.21 -2.98
0.11 -0.03 -1.37
-1.69 2.57 0.10
-2.09 -0.87 0.19
-0.43 -0.10 1.04

Computed properties:
- Relative energy (zero: lowest compared OMol25 entry of this formula, charge and spin): 133.2 kcal/mol
- Energy: -9074.7154 eV
- LUMO level: -0.23 eV